# C5H9NO

C5H9NO as an isolated structure (wB97M-V/def2-TZVPD, OMol25).

Its energy is -325.69866 Ha. As for the LUMO energy: 0.433 eV. As for the charge: 0. For the HOMO energy, the calculation gives -8.3 eV. Its energy relative to the best compared isomer or geometry (same formula, charge and spin) is 627.2 kJ/mol.

Each line ends with the Löwdin charge.
Element x y z (Å)
1 C -1.544 -1.336 -0.252  -0.0778
2 C -0.676 -0.204 -0.753  -0.2038
3 C -0.602 1.872 0.059  0.0653
4 C 0.882 1.483 -0.070  -0.2110
5 C 0.661 0.005 -0.098  -0.3573
6 N 1.259 -0.947 0.495  0.0447
7 O 2.425 -0.503 1.114  -0.0591
8 H -2.528 -1.324 -0.730  0.0782
9 H -1.675 -1.277 0.833  0.0833
10 H -1.062 -2.294 -0.473  0.0813
11 H -0.571 -0.204 -1.846  0.1425
12 H -1.237 0.861 -0.682  0.0582
13 H -0.905 1.507 1.062  0.0451
14 H 1.493 1.792 0.783  0.1098
15 H 1.331 1.868 -0.993  0.1092
16 H 2.750 -1.300 1.551  0.0916

---

# C17H23N7O2

A 2-piece molecular cluster, C17H23N7O2 overall in a non-equilibrium geometry (wB97M-V/def2-TZVPD, OMol25).

Its energy is -1195.46286 Ha. As for the LUMO energy: 0.212 eV. As for the charge: 0. For the HOMO energy, the calculation gives -9.2 eV. Its energy relative to the best compared isomer or geometry (same formula, charge and spin) is 0.0 kJ/mol.

Each line ends with the Löwdin charge.
Element x y z (Å)
1 O 2.222 4.932 2.724  0.0437
2 O 3.215 3.450 -1.147  0.0688
3 N -1.926 -3.228 0.668  0.1849
4 N -3.724 -4.285 -0.363  0.1844
5 N -2.344 -5.485 1.077  0.1924
6 C 2.726 4.012 2.090  -0.4926
7 C 3.345 2.365 -0.589  -0.4776
8 C -2.980 -3.208 -0.141  -0.2669
9 C -1.728 -4.365 1.258  -0.5352
10 C -3.311 -5.358 0.230  -0.5351
11 C -3.991 0.430 -2.210  -0.0837
12 C -4.905 -0.624 -2.157  -0.0792
13 C -2.751 0.306 -1.579  -0.0803
14 C -4.575 -1.804 -1.482  -0.0266
15 C -2.425 -0.870 -0.894  -0.0258
16 C -3.329 -1.951 -0.838  -0.1417
17 N -0.677 -4.431 2.061  0.1524
18 N -4.035 -6.447 0.027  0.1547
19 N 4.241 1.458 -0.993  0.0176
20 N 1.991 3.138 1.375  -0.0084
21 C 4.236 3.842 2.154  0.0156
22 C 5.178 1.673 -2.093  -0.0558
23 C 0.548 3.259 1.244  -0.1268
24 C 0.144 2.302 0.127  -0.1565
25 C 1.216 1.216 0.195  -0.1200
26 C 2.477 1.979 0.621  -0.2014
27 H -4.245 1.342 -2.742  0.1027
28 H -5.870 -0.531 -2.645  0.1016
29 H -2.042 1.127 -1.625  0.0867
30 H -5.299 -2.614 -1.460  0.1042
31 H -1.456 -0.948 -0.410  0.0961
32 H -0.003 -3.716 1.835  0.1027
33 H -0.364 -5.386 2.152  0.1048
34 H -3.933 -7.093 0.796  0.1054
35 H -4.963 -6.209 -0.289  0.1060
36 H 4.284 0.581 -0.499  0.1346
37 H 4.637 4.571 2.857  0.0856
38 H 4.483 2.840 2.496  0.0772
39 H 4.663 4.030 1.171  0.0791
40 H 4.631 1.725 -3.037  0.0871
41 H 5.706 2.618 -1.947  0.0880
42 H 5.904 0.860 -2.138  0.0836
43 H 0.260 4.281 0.994  0.1304
44 H 0.077 2.957 2.181  0.1289
45 H 0.201 2.815 -0.835  0.1182
46 H -0.854 1.898 0.293  0.0992
47 H 0.948 0.498 0.972  0.1180
48 H 1.336 0.708 -0.762  0.1197
49 H 3.066 1.339 1.277  0.1396

---

# C6H11N

An isolated molecule of C6H11N in a non-equilibrium geometry (wB97M-V/def2-TZVPD, OMol25).

Its energy is -289.91473 Ha. As for the LUMO energy: 1.052 eV. As for the charge: 0. For the HOMO energy, the calculation gives -7.7 eV. Its energy relative to the best compared isomer or geometry (same formula, charge and spin) is 149.5 kJ/mol.

Each line ends with the Löwdin charge.
Element x y z (Å)
1 C 2.959 -0.483 0.666  -0.1165
2 N 0.214 -1.469 0.687  0.0972
3 C 0.507 -0.164 0.281  -0.3714
4 C 1.765 0.352 0.302  -0.1316
5 C -2.984 1.092 -0.849  -0.1163
6 C -1.816 0.202 -0.554  -0.1546
7 C -0.534 0.539 -0.482  -0.0786
8 H 3.863 0.064 0.911  0.0628
9 H 2.741 -1.009 1.610  0.0710
10 H 3.147 -1.171 -0.160  0.0780
11 H -0.359 -2.029 0.080  0.0801
12 H 0.966 -2.064 1.000  0.0717
13 H 1.853 1.434 0.320  0.0947
14 H -3.866 0.492 -1.115  0.0654
15 H -3.368 1.703 -0.020  0.0767
16 H -2.863 1.812 -1.661  0.0697
17 H -2.178 -0.748 -0.181  0.0919
18 H -0.047 1.449 -0.835  0.1098

---

# C22H21BF13NO9S

A 2-piece molecular cluster, C22H21BF13NO9S overall in a non-equilibrium geometry (wB97M-V/def2-TZVPD, OMol25).

Its energy is -3304.02115 Ha. As for the LUMO energy: 3.351 eV. As for the charge: -2. For the HOMO energy, the calculation gives -1.4 eV. Its energy relative to the best compared isomer or geometry (same formula, charge and spin) is 268.9 kJ/mol.

Each line ends with the Löwdin charge.
Element x y z (Å)
1 C 3.197 0.466 3.380  0.0377
2 C 2.955 -0.427 2.595  -0.1151
3 C 2.891 -1.329 1.325  -0.0781
4 C 3.350 -0.638 -0.023  -0.2881
5 C 4.854 -0.208 0.151  -0.0313
6 C 5.986 -1.038 -0.400  0.0436
7 C 7.345 -0.541 -0.121  -0.1714
8 N 7.770 0.558 0.575  -0.0206
9 C 6.769 1.348 1.078  -0.1645
10 C 5.352 0.984 0.885  -0.0215
11 O 3.435 -1.762 -0.933  -0.0517
12 B 3.140 -1.335 -2.340  -0.7121
13 C 4.392 -1.799 -3.358  -0.0250
14 C 4.514 -3.357 -3.223  -0.4709
15 O 3.568 -4.126 -3.288  0.0430
16 O 5.783 -3.968 -3.049  -0.0014
17 O 2.965 0.113 -2.170  -0.0125
18 C 2.333 0.271 -0.860  -0.2386
19 C 2.331 1.839 -0.716  -0.0720
20 C 1.681 2.389 0.624  -0.0613
21 C 0.255 3.017 0.460  -0.3239
22 F -0.433 2.437 -0.594  0.0964
23 F 0.378 4.398 0.118  0.0305
24 C -0.609 3.016 1.816  -0.2477
25 F -1.295 4.195 2.039  0.1022
26 F 0.289 2.888 2.895  0.0718
27 C -1.539 1.702 1.920  -0.2750
28 F -0.727 0.666 1.559  0.1409
29 F -1.773 1.550 3.307  0.0792
30 C -2.946 1.834 1.232  -0.3170
31 F -3.834 2.239 2.243  0.0591
32 F -3.044 2.864 0.303  0.0893
33 S -3.699 0.304 0.441  0.9305
34 F -2.461 0.054 -0.557  -0.1020
35 F -3.169 -0.717 1.589  -0.1305
36 F -5.095 0.514 1.337  -0.2028
37 F -4.384 1.270 -0.736  -0.1843
38 F -4.455 -0.973 -0.269  -0.1572
39 C 0.854 -0.278 -1.161  -0.5731
40 O 0.264 -1.138 -0.453  -0.0614
41 O 0.221 0.164 -2.239  -0.1139
42 H 3.285 1.275 4.135  0.0357
43 H 1.870 -1.795 1.290  0.1153
44 H 3.620 -2.180 1.514  0.1290
45 H 5.827 -1.987 -0.966  0.1017
46 H 8.175 -1.203 -0.517  0.0923
47 H 7.014 2.266 1.686  0.0901
48 H 4.592 1.672 1.359  0.0818
49 H 2.231 -1.968 -2.809  0.1135
50 H 4.068 -1.564 -4.414  0.1077
51 H 5.357 -1.263 -3.132  0.0855
52 H 5.636 -4.917 -2.875  0.0919
53 H 1.798 2.284 -1.612  0.1330
54 H 3.406 2.190 -0.823  0.1179
55 H 1.635 1.530 1.348  0.1007
56 H 2.363 3.175 1.051  0.1255
57 C -7.815 0.668 -0.617  -0.0314
58 O -8.959 0.096 0.026  0.0004
59 C -9.015 -1.239 -0.034  -0.6072
60 O -8.212 -1.959 -0.567  0.1352
61 O -10.129 -1.638 0.605  -0.0091
62 C -10.318 -3.050 0.618  -0.0564
63 H -7.876 1.749 -0.505  0.0973
64 H -6.896 0.323 -0.145  0.0663
65 H -7.815 0.431 -1.682  0.1029
66 H -9.496 -3.544 1.138  0.0983
67 H -10.416 -3.435 -0.399  0.0954
68 H -11.242 -3.255 1.157  0.0877

---

# C45H41CuN3O6

C45H41CuN3O6 as an isolated structure (wB97M-V/def2-TZVPD, OMol25).

Its energy is -3995.67407 Ha. As for the LUMO energy (spin up / spin down): 4.183 / 4.181 eV. As for the multiplicity: 2. As for the charge: -2. For the HOMO energy (spin up / spin down), the calculation gives -0.2 / -0.7 eV. Its expectation value of S² is 0.7553. Its energy relative to the best compared isomer or geometry (same formula, charge and spin) is 55.1 kJ/mol.

Each line ends with the Löwdin spin population.
Element x y z (Å)
1 Cu 0.366 -0.063 0.689  0.0810
2 O 1.152 0.969 -1.880  0.1375
3 C 1.096 -0.174 -2.733  0.0154
4 C 1.711 -1.469 -2.137  0.0123
5 C 0.787 -2.434 -1.435  0.0015
6 C 0.452 -3.635 -2.055  -0.0001
7 C -0.418 -4.509 -1.425  0.0013
8 C -0.950 -4.145 -0.208  0.0002
9 C -0.569 -2.931 0.366  0.0011
10 C -1.163 -2.454 1.647  0.0008
11 C -2.190 -1.263 1.440  0.0014
12 O -1.663 -0.271 0.686  0.0068
13 C -2.582 -0.734 2.843  0.0002
14 C -2.520 -1.467 4.025  0.0000
15 C -2.904 -0.904 5.239  0.0000
16 C -3.359 0.403 5.293  0.0000
17 C -3.413 1.151 4.120  0.0000
18 C -3.022 0.587 2.914  0.0000
19 C -3.450 -1.842 0.736  0.0002
20 C -4.588 -2.302 1.400  0.0001
21 C -5.670 -2.829 0.700  0.0000
22 C -5.640 -2.903 -0.686  0.0000
23 C -4.520 -2.428 -1.362  0.0000
24 C -3.447 -1.897 -0.659  0.0000
25 N 0.320 -2.117 -0.225  0.0002
26 C 1.943 0.286 -3.938  0.0038
27 C 3.305 0.011 -4.012  0.0054
28 C 4.097 0.561 -5.015  -0.0001
29 C 3.543 1.395 -5.971  0.0057
30 C 2.183 1.672 -5.913  0.0002
31 C 1.396 1.126 -4.909  0.0046
32 C -0.356 -0.390 -3.138  0.0016
33 C -0.667 -1.282 -4.163  0.0003
34 C -1.980 -1.455 -4.579  0.0006
35 C -3.003 -0.744 -3.959  0.0001
36 C -2.700 0.119 -2.915  0.0007
37 C -1.383 0.296 -2.504  -0.0002
38 H 2.180 -2.016 -2.956  0.0003
39 H 2.468 -1.121 -1.422  0.0090
40 H 0.872 -3.870 -3.026  -0.0001
41 H -0.691 -5.447 -1.894  0.0001
42 H -1.674 -4.771 0.299  0.0000
43 H -1.653 -3.289 2.157  0.0000
44 H -0.371 -2.055 2.285  0.0003
45 H -2.125 -2.474 4.022  0.0000
46 H -2.806 -1.480 6.152  0.0000
47 H -3.634 0.848 6.242  0.0000
48 H -3.732 2.188 4.153  0.0000
49 H -3.006 1.163 1.995  0.0000
50 H -4.638 -2.250 2.482  0.0000
51 H -6.544 -3.174 1.244  0.0000
52 H -6.483 -3.309 -1.234  0.0000
53 H -4.481 -2.459 -2.447  0.0000
54 H -2.598 -1.477 -1.191  0.0000
55 H 3.766 -0.623 -3.267  0.0011
56 H 5.159 0.345 -5.037  -0.0002
57 H 4.162 1.829 -6.747  0.0005
58 H 1.730 2.322 -6.654  -0.0001
59 H 0.339 1.359 -4.867  0.0005
60 H 0.130 -1.833 -4.654  0.0001
61 H -2.207 -2.153 -5.376  0.0001
62 H -4.031 -0.884 -4.272  0.0000
63 H -3.495 0.635 -2.390  0.0001
64 H -1.145 0.924 -1.655  0.0007
65 C 1.221 3.024 0.639  0.0315
66 C 0.943 2.462 2.003  0.0024
67 N 0.794 1.204 2.345  0.0114
68 C 0.674 1.190 3.727  0.0014
69 C 0.687 2.481 4.207  0.0015
70 N 0.869 3.254 3.100  0.0010
71 C 0.629 3.196 5.538  0.0003
72 O 0.406 2.488 6.560  0.0002
73 O 0.787 4.428 5.482  0.0002
74 C 0.681 -0.086 4.503  0.0001
75 O 0.464 0.005 5.800  0.0000
76 O 0.933 -1.151 3.978  0.0001
77 H 2.258 2.800 -1.191  0.0000
78 H 1.545 4.062 0.787  0.0051
79 H 0.289 3.061 0.068  0.0021
80 H 0.957 4.255 3.176  0.0006
81 H 0.439 0.973 6.133  0.0000
82 C 4.240 3.735 0.112  0.0025
83 C 3.714 2.303 0.279  0.0174
84 C 3.883 1.880 1.742  0.0003
85 C 4.589 1.385 -0.580  0.0189
86 C 2.239 2.245 -0.240  0.0619
87 C 1.706 0.851 -0.550  0.5326
88 H 5.273 3.814 0.476  0.0016
89 H 3.637 4.452 0.677  0.0004
90 H 4.226 4.030 -0.941  0.0001
91 H 4.951 1.809 1.982  0.0003
92 H 3.425 0.904 1.919  -0.0002
93 H 3.439 2.600 2.436  0.0000
94 H 5.643 1.507 -0.298  0.0009
95 H 4.482 1.628 -1.643  0.0007
96 H 4.291 0.346 -0.442  0.0097